Record 1
50
Properties=species:S:1:pos:R:3:forces:R:3:mulliken_charge:R:1 method="wB97M-V/def2-TZVPD" s_squared=2.07 lumo_ev="-2.131 / -2.124" gap_ev="5.5407 / 5.6757" spin_multiplicity=3 relative_energy_ev=13.477
Au 0.710184 -0.377093 1.757376 0.0 0.1 -0.1 0.862
C -3.345659 1.968532 2.103703 0.0 -0.1 0.0 -1.493
C -1.888037 1.612261 2.241021 0.3 0.2 -0.1 0.923
N -1.367757 0.768261 1.386744 -0.2 0.1 0.3 0.200
N -2.220295 0.066911 0.559747 1.0 0.4 0.7 -0.562
C -1.697065 -1.191490 0.742407 -1.9 0.0 0.9 0.255
S -2.089221 -2.108459 1.969039 -0.9 -0.5 0.2 -0.032
S -1.118513 -2.816884 -1.785109 -0.8 -1.1 0.2 -0.111
C -0.675219 -2.618587 -3.526516 0.4 0.7 0.2 -0.887
C -0.639509 -1.229039 -4.104414 0.0 0.1 0.1 0.779
C 0.423978 -0.871328 -4.920797 0.0 0.0 0.0 -0.413
C 0.518385 0.416702 -5.427704 0.0 0.0 0.0 -0.590
C -0.446100 1.358199 -5.107211 0.0 0.0 0.0 -0.460
C -1.513827 1.003062 -4.293235 0.0 0.0 0.0 -0.596
C -1.611543 -0.284570 -3.795354 -0.1 0.0 -0.1 -0.239
C -1.094110 2.166763 3.340054 -0.1 0.0 -0.1 0.135
C -1.810764 3.076778 4.171083 0.0 0.0 0.0 -0.746
C -1.323075 3.641925 5.313422 0.0 0.0 0.0 -0.955
C -0.023673 3.305225 5.718508 0.0 0.0 0.0 -0.311
C 0.713696 2.441526 4.967113 0.0 0.0 0.0 -0.496
C 0.253060 1.838168 3.758684 0.1 0.1 0.0 0.944
O 1.160249 1.085235 3.204397 -0.5 0.0 -0.2 -1.007
H -3.751350 1.528353 1.200278 0.0 0.0 0.0 0.396
H -3.466689 3.048575 2.053959 0.0 0.0 0.0 0.433
H -3.915533 1.596696 2.955942 0.0 0.0 0.0 0.360
H -1.499339 -3.218234 -3.936502 0.0 0.0 0.0 0.434
H 0.264382 -3.137198 -3.703504 0.0 0.0 -0.1 0.350
H 1.188855 -1.601861 -5.156797 0.0 0.0 0.1 0.333
H 1.354059 0.686266 -6.060097 0.0 0.0 0.0 0.373
H -0.363347 2.369811 -5.482613 0.0 0.0 0.0 0.384
H -2.265968 1.736547 -4.033763 0.0 0.0 0.0 0.385
H -2.439764 -0.553333 -3.150745 0.0 0.0 0.1 0.386
H -2.816473 3.344323 3.891788 0.0 0.0 0.0 0.193
H -1.933639 4.321130 5.891518 0.0 0.0 0.0 0.393
H 0.395772 3.722137 6.626022 0.0 0.0 0.0 0.360
H 1.719603 2.169275 5.258148 0.0 0.0 0.0 0.409
O 0.051650 -2.804472 0.629185 1.5 0.7 -1.1 -0.562
Cl -0.217143 -1.595823 -0.269782 -2.8 1.6 -1.4 0.807
O 1.478790 -1.575396 -0.840211 3.6 -0.9 -1.1 0.152
O -0.388116 -0.184796 -0.976661 1.0 -1.7 0.7 -0.525
O 2.113186 -0.586870 -1.570459 -0.7 0.2 0.2 -0.547
I 4.098194 -2.834545 -3.092478 0.0 0.0 0.0 0.152
C 3.772602 -2.543319 -1.096898 0.1 -0.2 0.0 -0.842
C 4.648443 -2.189931 -0.145109 -0.1 -0.1 -0.1 -0.306
N 3.974052 -2.213116 1.063652 0.0 0.3 0.0 0.088
N 2.699046 -2.549334 0.977628 0.6 0.2 0.1 -0.482
C 2.483553 -2.747966 -0.416687 -0.6 0.0 0.6 0.545
H 5.695276 -1.946294 -0.201273 0.0 0.0 0.0 0.472
H 4.324785 -1.867967 1.942685 0.0 -0.1 0.0 0.247
H 1.879928 -3.624752 -0.630186 0.1 0.0 -0.1 0.412

***

Record 2
75
Properties=species:S:1:pos:R:3:forces:R:3:mulliken_charge:R:1 method="wB97M-V/def2-TZVPD" lumo_ev=-7.542 gap_ev=1.1389
O 1.539794 -2.543871 -0.809683 -0.5 -0.4 -0.6 -0.339
C 1.961388 -1.695540 -0.140472 -0.6 -0.2 -0.4 0.501
F 3.195082 -1.156587 -0.537962 -0.4 0.4 1.6 -0.244
C 1.216322 -1.228007 1.129296 1.1 0.7 -1.0 0.125
C 1.125667 0.310521 1.376074 1.6 -2.1 1.7 0.983
C 0.814938 1.248431 0.201394 -0.6 0.9 1.0 0.363
F 0.925146 2.490178 0.719730 -0.3 0.2 0.2 -0.303
F 1.791102 1.158084 -0.712917 -0.2 -0.9 0.1 -0.218
C -0.625038 1.211033 -0.414349 0.2 0.0 -0.6 0.655
F -1.548156 1.210776 0.544299 0.3 -0.5 0.5 -0.167
F -0.758115 2.349226 -1.085347 0.2 0.1 -0.4 -0.200
C -1.006508 0.096863 -1.462156 -1.2 0.9 -1.1 0.331
F -0.187380 -0.022659 -2.469070 0.8 -0.4 0.5 -0.162
F -1.197844 -1.194690 -0.907177 0.5 0.4 0.3 -0.047
F -2.174229 0.432344 -1.940906 -0.3 -0.2 0.4 -0.178
C 2.510308 0.678482 1.974541 1.5 1.6 0.3 -0.218
O 2.509294 0.536178 3.392119 -0.8 -0.5 0.0 -0.367
S 1.033551 0.248849 3.947838 -1.2 -0.8 1.2 1.127
O 0.870367 -1.092635 4.358382 0.8 -0.9 -0.8 -0.534
O 0.599252 1.202892 4.875003 0.3 1.4 -0.5 -0.550
O 0.294469 0.399946 2.510880 -0.7 1.2 -0.5 -0.239
H 0.216918 -1.708094 1.184186 0.9 0.7 0.1 -1.255
H 1.749097 -1.641539 1.987754 -0.2 -0.1 0.2 0.967
H 3.349695 0.088592 1.646797 -1.0 0.5 -0.5 -0.186
H 2.855214 1.702602 1.843235 -0.5 0.1 -0.6 0.602
Br 1.610031 2.279571 -3.392916 0.1 0.3 -0.4 -0.073
C 2.500312 3.990154 -3.638898 0.0 -0.3 -0.2 -0.675
C 2.907654 4.601700 -2.322833 0.1 0.3 -0.3 -0.529
Br 1.376950 5.358760 -1.412628 -0.8 0.1 -0.5 0.170
H 1.817452 4.617396 -4.206110 -0.1 0.0 0.2 0.415
H 3.381035 3.773147 -4.238804 0.1 0.0 0.1 0.402
H 3.590446 5.433056 -2.483231 0.0 0.0 -0.1 0.422
H 3.360643 3.888647 -1.638931 -0.1 -0.1 0.0 0.272
C -7.035737 -1.668517 0.243517 -0.1 -0.5 -0.4 -0.688
C -7.263767 -1.762510 1.760078 1.1 -0.1 -0.2 0.946
C -8.085673 -0.653533 2.419977 -0.3 -0.1 0.4 0.000
F -7.519617 0.562752 2.282506 0.1 0.0 -0.1 -0.227
F -8.185078 -0.892368 3.752594 0.0 -0.1 0.0 -0.280
F -6.034090 -1.896723 2.370291 -2.6 0.8 -0.3 -0.226
F -7.926503 -2.916466 1.989408 -0.4 0.1 0.1 -0.316
O -5.781369 -1.117265 -0.179244 0.2 0.6 0.6 -0.302
C -5.616008 0.232268 -0.308851 -0.9 -1.0 -0.4 0.722
C -4.579605 0.769741 0.675093 0.1 0.1 0.3 0.781
F -4.924761 0.531129 1.944874 -0.1 0.0 0.0 -0.225
F -4.453251 2.115375 0.536022 0.1 0.1 -0.2 -0.297
F -6.780757 0.890028 -0.215574 0.1 0.3 0.1 -0.300
F -5.143226 0.451504 -1.564493 0.3 0.3 0.0 -0.288
H -7.009224 -2.697799 -0.116624 0.0 0.0 0.0 0.282
H -7.874995 -1.215642 -0.279799 0.0 0.2 0.1 0.414
H -9.095085 -0.625503 2.002037 0.0 -0.1 -0.1 0.309
H -3.613401 0.303305 0.487881 -0.1 -0.1 -0.1 -0.346
B -8.000021 -4.556992 -2.374358 0.0 -0.1 -0.2 0.532
F -9.337270 -4.489153 -2.782774 -0.1 0.1 0.0 -0.389
F -7.503828 -5.853057 -2.558342 0.1 0.0 0.0 -0.386
F -7.224927 -3.636784 -3.111731 0.1 0.1 0.0 -0.426
F -7.913629 -4.212685 -0.997341 0.0 0.0 0.1 -0.389
N 6.235364 -0.182659 0.754530 0.8 -0.4 -0.5 -0.365
C 6.383558 -1.368805 0.122776 0.3 0.3 0.0 0.078
C 7.572527 -1.804173 -0.421268 -0.1 -0.2 -0.1 -0.965
C 8.681682 -0.977916 -0.319452 0.0 0.0 0.0 -0.155
C 8.556006 0.241351 0.323060 0.1 0.0 -0.1 -0.690
C 7.321399 0.587522 0.840928 -0.3 0.3 0.2 -0.382
H 5.482388 -1.991022 0.058138 0.7 -0.2 -0.6 0.519
H 7.631567 -2.764198 -0.914201 0.0 0.0 0.0 0.427
H 9.632142 -1.283485 -0.736342 0.0 0.0 0.0 0.448
H 9.399607 0.914694 0.422050 0.0 0.0 0.1 0.684
H 7.181418 1.531531 1.353102 0.1 0.0 0.0 0.421
O 11.009939 2.402198 -0.259580 -0.7 -0.3 -0.7 -0.902
V 10.664356 2.634660 -1.885178 0.7 0.7 -0.5 1.614
O 10.226572 2.784023 -3.477702 -0.1 -0.4 1.1 -0.805
F 0.100330 -4.624282 -0.986649 -1.5 1.9 1.7 -0.740
Mg -1.211244 -2.745065 0.338714 -0.9 -3.1 -0.8 1.114
F -0.247431 5.542841 -3.323134 1.0 -0.2 0.8 -0.446
Na 4.538939 -1.158392 1.523315 -0.2 -1.0 0.9 0.762
Cl -3.862159 -2.423731 2.734606 3.7 -0.5 -1.0 -0.375

***

Record 3
48
Properties=species:S:1:pos:R:3:forces:R:3:mulliken_charge:R:1 method="wB97M-V/def2-TZVPD" s_squared=2.07 lumo_ev="2.459 / 2.459" charge=-1 gap_ev="4.0184 / 6.3658" spin_multiplicity=3
Ni -0.249829 -0.531629 -0.216984 0.9 1.4 2.3 0.013
O 0.571770 -2.048996 0.788928 0.2 -0.1 -0.4 -0.703
C 1.009687 -2.034243 2.007605 -0.1 -0.1 0.2 0.129
C 2.019993 -2.945324 2.397805 0.0 0.0 -0.1 -0.546
C 2.517580 -2.992920 3.684887 0.0 0.0 0.1 -0.464
C 2.012784 -2.138317 4.664796 0.1 0.0 0.1 -0.559
C 1.015098 -1.246267 4.324955 -0.1 0.0 -0.1 -0.738
C 0.494448 -1.156403 3.023505 0.2 -0.2 -0.2 0.754
C -0.512442 -0.174629 2.753813 -0.1 0.1 0.0 -0.247
N -0.937496 0.154685 1.553545 -0.2 0.1 -0.5 0.150
N -1.842620 1.130939 1.499411 -0.1 0.0 0.3 -0.718
C -2.248007 1.507231 0.312206 0.0 0.1 -0.1 0.016
O -1.767192 0.795778 -0.839338 -0.2 -0.1 0.2 -0.716
C -3.195391 2.542857 0.081549 0.1 -0.2 0.0 1.235
C -3.579669 2.972267 -1.208847 0.0 0.0 0.0 -0.475
C -4.482781 4.005110 -1.372036 0.0 0.0 0.0 -0.703
C -5.050254 4.643639 -0.274054 -0.1 0.1 -0.1 -0.508
C -4.699378 4.214771 1.007859 0.0 -0.1 0.0 -0.467
C -3.799103 3.190062 1.191034 0.0 0.0 0.0 -0.705
H 2.397968 -3.609657 1.628040 0.0 0.0 0.0 0.373
H 3.304804 -3.695874 3.936756 0.0 0.0 0.0 0.346
H 2.406169 -2.161661 5.674180 0.0 0.0 0.0 0.358
H 0.619353 -0.573783 5.080254 0.0 0.0 0.0 0.300
H -0.930992 0.377495 3.594770 0.0 0.0 0.0 0.341
H -3.161450 2.492734 -2.085278 0.0 0.0 0.0 0.302
H -4.750507 4.324056 -2.373182 0.0 0.0 0.0 0.361
H -5.748966 5.459328 -0.413305 0.0 0.0 0.0 0.358
H -5.145571 4.692375 1.873183 0.0 0.0 0.0 0.348
H -3.520581 2.853537 2.179169 0.0 0.0 0.0 0.396
C 4.778845 -0.648156 -2.665022 0.0 0.1 0.0 -0.968
N 3.411090 -1.123237 -2.558453 -0.1 0.1 0.0 0.101
C 3.049251 -2.346266 -2.993639 -0.3 0.0 0.1 0.117
C 1.785353 -2.800727 -2.837998 0.2 -0.2 -0.1 -1.221
C 0.884164 -1.952161 -2.139907 0.0 0.3 0.0 0.944
N 1.242893 -0.752018 -1.690159 -0.7 -0.6 -0.2 0.206
C 2.481781 -0.250001 -1.916928 0.4 0.0 0.0 0.079
O 2.863448 0.858433 -1.604157 -0.1 0.0 0.0 -0.668
N -0.395086 -2.305308 -1.916401 0.1 -0.2 -0.2 -0.285
H 5.338751 -1.298083 -3.334339 0.0 0.0 0.0 0.316
H 5.252592 -0.633102 -1.682692 0.0 0.0 0.0 0.302
H 4.774713 0.369748 -3.047200 0.0 0.0 0.0 0.315
H 3.820589 -2.933199 -3.473844 0.0 0.0 0.0 0.327
H 1.478520 -3.772243 -3.192342 0.1 0.0 0.0 0.371
H -0.620966 -3.285497 -1.962530 0.0 0.0 0.1 0.300
H -0.843437 -1.742058 -1.133536 -0.4 -1.2 -0.9 0.217
F -0.829150 0.742830 -2.954153 -0.1 0.0 0.2 -0.261
B -0.912259 1.321656 -1.743091 0.2 0.7 -1.0 0.807
F -0.308515 2.502226 -1.628840 -0.1 -0.2 0.3 -0.230

***

Record 4
44
Properties=species:S:1:pos:R:3:forces:R:3:mulliken_charge:R:1 method="wB97M-V/def2-TZVPD" lumo_ev="-0.665 / -0.673" gap_ev="5.9895 / 5.9787" relative_energy_ev=0.418
Rh 0.006335 0.807171 -0.728038 -2.4 0.3 -0.9 -0.853
N 1.967130 0.066030 -1.014700 -0.8 -0.2 -0.1 -0.180
C 2.898146 0.362348 0.035924 0.3 0.2 -0.1 0.999
C 4.162847 0.822232 -0.302369 0.0 0.0 -0.1 -0.818
C 5.085650 1.132558 0.680432 0.0 0.0 0.0 -0.665
C 4.724872 0.990399 2.012859 -0.1 0.0 -0.1 -0.692
C 3.451948 0.551178 2.335022 0.1 0.0 0.0 -0.884
C 2.513197 0.212038 1.356702 -0.1 -0.1 0.2 0.833
C 1.156120 -0.222644 1.763720 0.0 0.0 0.3 0.537
C 1.045739 -0.968888 2.943895 0.1 0.1 0.0 -0.687
C -0.175340 -1.225313 3.533410 0.0 0.0 0.0 -0.763
C -1.324028 -0.709012 2.949968 0.1 0.1 0.0 -0.705
C -1.241287 -0.025659 1.747337 0.0 0.0 0.1 -0.147
C -0.012845 0.186336 1.105832 -0.2 -0.6 0.5 0.739
H 2.352598 0.366608 -1.901173 0.0 0.0 -0.1 0.263
H 1.743738 -0.923778 -1.077363 0.2 -0.2 0.0 0.197
H 4.421073 0.940008 -1.349289 0.0 0.0 0.0 0.284
H 6.070042 1.487133 0.406329 0.0 0.0 0.0 0.381
H 5.425184 1.235714 2.799993 0.0 0.0 0.0 0.399
H 3.155264 0.504245 3.373729 0.0 0.0 0.0 0.541
H 1.948359 -1.356002 3.400978 0.0 0.0 0.0 0.505
H -0.225473 -1.803318 4.446906 0.0 0.0 0.0 0.391
H -2.290252 -0.856927 3.416260 0.0 0.0 0.0 0.395
H -2.148010 0.334464 1.286140 0.0 0.0 0.0 0.543
N -1.577698 3.333992 -1.686213 -0.1 -0.7 -0.1 -0.505
C -0.331934 2.824011 -1.865494 0.2 1.3 -0.1 0.223
N -0.034163 2.237061 -3.051616 -0.2 -0.1 0.0 -0.219
S 0.934933 3.139282 -0.780733 0.5 0.3 0.4 -0.249
H -2.321671 2.804004 -2.130637 0.0 0.0 0.0 0.288
H -1.789042 3.485282 -0.710276 0.0 0.2 0.0 0.259
H -0.687733 2.307581 -3.818184 -0.1 -0.2 0.1 0.225
H 0.939366 2.270850 -3.303676 0.0 0.0 0.0 0.245
Cl -4.669214 0.697409 -0.874685 0.1 0.1 0.0 -0.245
C -3.931083 -0.865330 -1.122496 -0.2 -0.2 0.1 0.742
C -4.744722 -1.972830 -1.221374 0.2 0.1 -0.1 -0.683
C -4.173944 -3.219917 -1.434184 -0.1 -0.2 0.0 -0.336
C -2.796235 -3.332550 -1.545370 -0.1 0.2 0.0 -0.693
C -1.994524 -2.215154 -1.415769 0.1 -0.1 -0.1 0.759
Cl -0.268038 -2.436986 -1.619599 -0.1 -0.1 0.0 -0.299
C -2.515198 -0.919636 -1.184551 -0.3 0.8 0.5 -0.562
N -1.798150 0.199249 -1.065741 2.8 -0.7 -0.8 -0.717
H -5.816573 -1.854085 -1.142351 0.0 0.0 0.0 0.399
H -4.800780 -4.096978 -1.517403 0.0 0.0 0.0 0.349
H -2.334618 -4.292191 -1.732156 0.0 0.0 0.0 0.404